1.
C2H6N2O2 | ωB97M-V/def2-TZVPD

XYZ file:
```
12
Properties=species:S:1:pos:R:3:forces:R:3:mulliken_charge:R:1
O 1.467854 -1.439301 0.737641 -1.277 0.326 -0.393 -0.298
O -0.872845 1.318900 -0.758684 -0.480 1.497 -0.936 -0.662
N -0.324446 -0.533499 0.206487 2.881 -1.192 0.814 -0.416
N -0.136796 0.667554 -0.044942 0.426 0.530 0.478 0.950
C 1.038450 1.243955 0.549185 3.951 0.337 0.361 -0.755
C -1.257244 -1.195973 -0.606991 -2.062 2.154 0.280 -0.707
H 1.168085 2.313257 0.629040 -1.157 0.365 -0.733 0.324
H -0.836416 -2.060890 -0.877735 1.604 -3.639 -0.691 0.270
H 1.246212 0.892782 1.534764 -0.718 -0.651 0.752 0.356
H 2.020320 0.869310 0.081984 -1.871 0.330 -0.097 0.296
H -2.050361 -1.407780 0.118344 -0.786 0.009 -0.992 0.300
H -1.462813 -0.668315 -1.569091 -0.511 -0.067 1.159 0.340
```
Forces are in eV/Å.

frontier orbital gap (alpha / beta): 9.15 / 9.06 eV
2S+1: 1
ΔE to the lowest compared entry with this formula, charge and spin: 212.8 kcal/mol

2.
C3H6N2O2 | ωB97M-V/def2-TZVPD

XYZ file:
```
13
Properties=species:S:1:pos:R:3:forces:R:3:mulliken_charge:R:1
O 1.235849 -0.596873 0.759601 0.151 0.048 0.162 -0.359
O -1.145374 1.124342 1.048074 -0.112 -0.218 -0.130 -0.577
N 1.308994 0.576546 -1.222406 0.101 -0.019 0.400 -0.581
N -1.670195 -0.140297 -0.770050 0.049 0.112 0.010 -0.478
C -0.119489 -1.019677 0.911314 -0.188 -0.118 0.050 -0.358
C 1.536009 0.498431 0.016589 0.119 0.095 -0.230 0.162
C -1.047435 0.088135 0.421431 0.034 0.133 -0.064 0.513
H 1.661989 1.469044 -1.568200 -0.123 -0.103 0.015 0.251
H 2.009660 1.268879 0.631097 0.124 -0.107 -0.148 0.401
H -0.288735 -1.979322 0.408887 0.116 0.213 -0.070 0.278
H -0.270085 -1.154573 1.985779 -0.078 0.011 -0.168 0.231
H -1.944958 0.706689 -1.248814 -0.191 -0.100 0.075 0.259
H -1.266225 -0.841330 -1.373303 0.000 0.053 0.100 0.260
```
Forces are in eV/Å.

frontier orbital gap: 10.94 eV
2S+1: 1
ΔE to the lowest compared entry with this formula, charge and spin: 42.5 kcal/mol
SMILES: [H]/N=C/OCC(N)=O

3.
C9H14O | ωB97M-V/def2-TZVPD

XYZ file:
```
24
Properties=species:S:1:pos:R:3:forces:R:3:mulliken_charge:R:1
O -3.075152 0.747701 1.779093 -0.165 -0.164 0.322 -0.529
C 1.132617 -1.803323 1.426906 1.500 1.651 -0.584 -0.530
C -0.449252 2.005422 -0.258898 0.879 -1.480 -0.927 -0.433
C 0.697870 1.143539 -2.368246 -0.336 -0.485 0.596 -1.549
C -1.710243 -0.420763 0.117489 -1.111 0.742 0.237 -0.714
C -0.155056 0.923659 -1.130423 -0.058 0.013 -0.332 0.867
C -0.734022 -0.301962 -0.882406 -0.526 -0.572 1.271 -0.438
C -2.029744 0.668802 0.915321 1.261 0.297 0.173 0.806
C -1.181183 1.789067 0.887323 -1.057 0.970 -0.902 -0.836
C 2.338137 -1.606338 0.453521 -1.010 0.095 0.280 -0.829
H -3.730597 0.065236 1.607016 0.147 -0.167 -0.048 0.316
H 0.641483 -0.828115 1.427624 -0.509 -0.295 -0.049 -0.016
H 1.544248 -1.865214 2.427480 -0.306 -0.775 0.310 0.359
H 3.115281 -2.354626 0.588660 -0.014 -0.082 -0.239 0.341
H -1.337683 2.638269 1.539069 -0.264 -0.165 0.227 0.387
H 0.277528 2.042608 -2.816560 0.760 0.194 -0.322 0.451
H -2.389744 -1.260322 0.238220 0.494 -0.414 -0.248 0.248
H 1.937653 -1.589807 -0.560656 0.341 -0.274 -0.169 0.187
H -0.070035 2.964994 -0.588290 0.183 0.176 0.637 0.380
H 0.634349 0.327127 -3.089468 -0.408 -0.006 0.085 0.332
H 1.755394 1.156273 -2.103854 0.048 0.740 -0.094 0.288
H 0.456593 -2.576849 1.090458 -0.058 -0.273 0.399 0.250
H -0.429334 -1.251854 -1.305432 0.025 0.331 -0.769 0.416
H 2.760901 -0.613520 0.606057 0.185 -0.059 0.147 0.247
```
Forces are in eV/Å.

frontier orbital gap: 9.13 eV
2S+1: 1
ΔE to the lowest compared entry with this formula, charge and spin: 20.6 kcal/mol
SMILES: Cc1ccc(O)cc1.CC

4.
C41H37N2NaO6P2Te | ωB97M-V/def2-TZVPD

XYZ file:
```
90
Properties=species:S:1:pos:R:3:forces:R:3:mulliken_charge:R:1
Te 2.192104 -4.080048 1.717486 -0.504 0.270 -0.566 0.206
P 1.996101 -0.738732 1.595590 0.679 -0.484 -0.097 0.945
P -0.541009 -2.031623 1.549976 0.068 -0.723 -0.388 1.383
Na 0.202410 -0.003290 -0.382205 0.344 1.507 1.656 0.776
O -0.537023 -0.410862 -4.108373 0.145 -0.032 0.050 -0.825
O -1.465061 1.999694 -1.593925 -0.011 -0.180 0.019 -0.078
O -1.103024 1.728521 1.275958 0.056 -0.051 -0.073 -0.044
O 4.650387 -1.036349 -5.518252 -0.009 0.058 -0.016 -0.756
O -0.402132 -0.947359 -1.937954 -0.576 -0.889 -1.646 -0.336
O 5.829324 0.752793 -4.800601 -0.032 -0.002 -0.040 -0.760
N 1.382432 -6.659865 -2.419185 -0.039 -0.023 -0.056 -0.705
N 1.706769 0.943825 -1.974551 0.092 -0.151 -0.058 -0.236
C 1.835536 -5.195276 -0.070805 0.212 0.020 0.167 0.139
C 0.741515 -6.940726 -1.286979 0.033 -0.025 -0.071 -0.419
C 5.901482 -0.733706 -0.897499 0.041 -0.015 -0.070 -0.757
C -1.800856 2.963410 -0.639256 -0.007 -0.017 0.117 -0.728
C 3.672579 -1.547261 -0.511578 0.012 0.026 0.050 -0.350
C 1.477860 0.074048 -2.968530 -0.058 0.166 -0.104 0.871
C -1.363274 1.275684 2.583576 -0.028 0.097 0.081 -0.823
C 4.642256 0.039400 1.001341 -0.035 -0.131 -0.040 -0.946
C 3.675399 0.378486 -3.884886 0.096 -0.049 0.025 0.047
C -0.958781 -3.530086 -0.845529 0.034 -0.021 0.004 -0.420
C 2.606246 -0.311775 5.647088 -0.003 0.008 0.082 -0.541
C 3.710849 -1.104484 5.921321 -0.027 0.017 0.005 -0.525
C 2.514335 -4.900558 -1.247400 0.001 0.021 0.004 -0.233
C -2.569737 1.312412 -2.160519 -0.020 0.016 -0.028 -0.654
C 2.743138 -0.896266 3.294430 -0.101 0.082 0.093 0.641
C 3.569362 -0.781176 0.646510 0.029 0.161 -0.085 0.169
C 3.858340 -1.683730 3.587022 -0.012 0.036 0.022 -0.504
C -3.144443 -4.131377 -1.647380 -0.028 -0.055 -0.058 -0.646
C -2.903395 -2.953383 0.427807 0.061 -0.037 -0.009 -0.747
C 2.886791 1.569282 -1.967562 -0.059 0.058 0.041 -0.582
C -2.205040 2.393503 0.709303 -0.045 0.051 -0.175 -0.544
C 4.836408 -1.541101 -1.267162 -0.009 0.051 -0.056 -0.481
C -1.200600 -4.628255 5.351673 -0.010 -0.013 0.016 -0.457
C -1.586110 -5.138041 4.120289 -0.035 -0.046 0.044 -0.687
C -1.512507 -2.954101 0.286798 -0.164 0.065 0.184 -0.033
C 2.135643 -0.209627 4.345384 0.068 0.007 -0.087 -0.458
C -1.767588 -4.131021 -1.800558 -0.065 0.002 -0.035 -0.802
C -3.717148 -3.535838 -0.529364 -0.022 0.021 0.035 -0.742
C 2.247277 -5.645958 -2.386667 -0.015 -0.026 -0.008 -0.479
C 1.188008 -2.259219 1.129539 -0.135 0.046 1.148 -0.653
C -0.906222 -3.093153 3.020516 0.044 0.037 0.052 0.217
C 0.928953 -6.247610 -0.101618 0.022 -0.013 0.103 -0.174
C 0.059208 -0.490366 -3.022090 -0.174 -0.173 -0.409 -0.192
C 4.833128 -0.002018 -4.845747 -0.022 -0.067 0.104 0.405
C -1.437039 -4.381727 2.966442 0.020 0.051 0.013 -0.287
C -0.668764 -3.348176 5.421389 0.004 0.004 0.072 -0.722
C 5.796354 0.065683 0.232178 0.007 0.042 0.090 -0.645
C 2.438306 -0.247472 -3.922060 0.032 0.037 -0.040 -0.450
C 3.876793 1.341821 -2.900955 0.058 -0.004 0.037 -0.573
C -0.534240 -2.591333 4.268527 -0.013 0.000 -0.079 -0.248
C 4.334411 -1.787623 4.885333 0.049 -0.036 0.050 -0.707
H -3.263682 2.028218 -2.625591 0.012 0.019 0.046 0.344
H 2.231442 -0.984648 -4.686177 -0.008 0.036 -0.009 0.569
H -3.111123 0.719055 -1.415420 0.017 0.006 0.001 0.206
H 6.792023 -0.702603 -1.513097 -0.019 0.017 0.000 0.345
H 0.033138 -7.762835 -1.341197 -0.009 0.019 0.066 0.361
H -4.796034 -3.513962 -0.418463 0.015 -0.011 0.028 0.357
H 0.109046 -3.479955 -0.998338 0.000 0.055 0.020 0.790
H -1.310089 -5.224823 6.250043 0.006 -0.001 -0.009 0.345
H 2.819471 -2.141139 -0.817711 0.008 0.080 0.016 0.544
H 1.287323 0.430248 4.127914 -0.009 0.005 0.020 0.263
H -2.244451 0.625829 2.617088 0.021 -0.025 -0.025 0.320
H 4.575028 0.646110 1.898349 0.017 0.052 -0.023 0.482
H 2.115939 0.231293 6.447547 0.001 0.010 -0.019 0.399
H -0.901792 3.567626 -0.497039 -0.049 0.067 -0.009 0.279
H 2.754544 -5.423085 -3.319858 0.007 0.036 0.032 0.417
H 3.235604 -4.094364 -1.280580 0.001 -0.088 -0.046 0.558
H -3.051800 1.701439 0.600850 0.005 0.011 0.058 0.315
H 4.089957 -1.180624 6.933784 -0.005 -0.018 -0.004 0.355
H 4.903408 -2.138487 -2.168858 -0.031 0.041 -0.037 0.495
H -0.106256 -1.598051 4.327271 0.005 0.019 0.021 0.309
H -2.524807 3.224209 1.357888 -0.011 -0.019 0.012 0.367
H -2.618645 3.607206 -1.000464 0.030 0.026 -0.013 0.407
H -1.727944 -4.800854 2.012248 0.007 -0.002 -0.031 0.262
H 6.614023 0.720788 0.512976 0.001 -0.024 -0.006 0.343
H -2.169663 0.638454 -2.914903 -0.008 -0.009 0.001 0.146
H 5.204228 -2.400719 5.092384 -0.011 -0.010 -0.020 0.398
H -1.995391 -6.140379 4.057965 0.009 0.006 -0.024 0.379
H -3.778675 -4.574841 -2.406660 0.025 -0.007 -0.003 0.332
H 0.363539 -6.513783 0.783116 -0.019 0.012 -0.011 0.342
H -1.318230 -4.573315 -2.681166 0.016 0.019 -0.001 0.497
H -0.355679 -2.940873 6.376324 0.005 0.013 -0.017 0.418
H 4.363376 -2.209110 2.786684 0.016 0.014 -0.018 0.442
H -1.518391 2.125232 3.265071 0.000 0.007 -0.042 0.372
H -3.340160 -2.491634 1.309621 -0.053 0.016 -0.044 0.472
H 4.826013 1.859187 -2.865275 0.002 -0.006 -0.003 0.453
H -0.497950 0.699913 2.896137 -0.008 -0.029 0.023 0.094
H 3.028352 2.285694 -1.161946 0.069 -0.032 0.000 0.373
```
Forces are in eV/Å.

frontier orbital gap: 5.93 eV
2S+1: 1
ΔE to the lowest compared entry with this formula, charge and spin: 0.7 kcal/mol
charge: -2